ORCA calculation (the ωB97M-V functional and the def2-TZVPD basis) on a single C2H4N2S2 molecule.

Structure (ORCA input):
```
! wB97M-V def2-TZVPD RIJCOSX def2/J DEFGRID3
* xyz 0 1
C -0.76057 -0.57706 -0.71784
C 0.21954 0.11804 0.23180
H -2.26824 -1.82543 -0.60065
H -1.40802 -1.72956 0.83293
H -1.45192 -0.52772 -2.56821
H 0.24457 1.31037 -1.54924
N -1.38531 -1.64003 -0.17232
N -0.86341 -0.05045 -1.88575
S 0.78282 1.65085 -0.34216
S 0.70911 -0.56586 1.66766
*
```

As for the SMILES: [H]/N=C(\N)C(=S)S. As for the total energy: -984.47853 hartree. The calculation puts the LUMO energy at -0.83 eV. The energy above the lowest of the compared OMol25 structures with the same formula, charge and spin is 95.5 kJ/mol. The HOMO energy is -8.885 eV.

Taken from the Löwdin analysis, the atomic charges in e are: -0.58 -1.11 0.10 0.05 0.07 -0.11 0.11 0.06 0.78 0.63